# 1
# C16H19NO4

C16H19NO4 in the gas phase (ωB97M-V/def2-TZVPD, the OMol25 dataset).

Geometry as ORCA input:
```
! RIJCOSX wB97M-V def2-TZVPD def2/J DEFGRID3
* xyz 0 1
C 5.97 -0.53 -0.82
C 5.21 0.74 -0.45
C 3.85 0.86 -1.16
C 2.65 0.43 -0.31
C 2.68 -1.05 0.05
H 2.72 -1.66 -0.86
H 3.51 -1.29 0.71
O 1.51 -1.42 0.79
C 0.41 -1.71 0.12
O 0.34 -1.75 -1.09
C -0.75 -2.02 1.02
C -1.82 -0.96 0.94
C -2.53 -0.68 -0.19
C -3.61 0.28 -0.16
C -4.38 0.57 -1.29
C -5.41 1.49 -1.21
C -5.68 2.13 -0.01
C -4.93 1.87 1.12
C -3.89 0.94 1.05
N -3.12 0.65 2.15
C -2.10 -0.27 2.19
O -1.50 -0.45 3.24
H -3.32 1.13 3.02
H -5.14 2.37 2.05
H -6.49 2.85 0.05
H -6.01 1.71 -2.08
H -4.16 0.06 -2.21
O -2.30 -1.25 -1.38
H -1.42 -1.68 -1.41
H -0.41 -2.07 2.06
H -1.17 -2.99 0.73
H 1.74 0.63 -0.87
H 2.62 1.01 0.61
H 3.68 1.91 -1.44
H 3.86 0.28 -2.08
H 5.83 1.60 -0.73
H 5.06 0.78 0.63
H 5.40 -1.42 -0.57
H 6.92 -0.56 -0.29
H 6.18 -0.54 -1.89
*
```

As for the SMILES: CCCCCOC(=O)Cc1c(O)c2ccccc2[nH]c1=O. The LUMO energy comes out at 0.499 eV. Its HOMO-LUMO gap is 8.9 eV. The HOMO energy comes out at -8.38 eV.

=====

# 2
# C16H20AuN6O3

C16H20AuN6O3 as an isolated structure (ωB97M-V/def2-TZVPD, the OMol25 dataset).

Geometry as ORCA input:
```
! RIJCOSX wB97M-V def2-TZVPD def2/J DEFGRID3
* xyz 1 1
Au 0.29 -0.85 0.01
O 0.45 0.90 -1.21
N -0.32 1.92 -1.09
N -1.21 1.83 -0.19
O -1.37 0.78 0.54
C -2.06 2.98 0.03
C -3.36 2.75 0.45
C -4.18 3.84 0.66
C -3.70 5.13 0.45
C -2.39 5.33 0.04
C -1.55 4.25 -0.17
H -3.70 1.74 0.62
H -5.20 3.69 0.98
H -4.35 5.98 0.62
H -2.02 6.33 -0.10
H -0.53 4.39 -0.48
N -2.69 -3.65 -0.53
C -3.54 -2.61 -0.85
C -2.79 -1.48 -0.84
N -1.50 -1.82 -0.55
C -1.47 -3.13 -0.35
C -0.19 -3.69 0.06
N 0.79 -2.82 0.25
C 1.92 -3.52 0.59
C 1.60 -4.84 0.59
N 0.26 -4.93 0.26
H -2.96 -4.61 -0.44
H -4.59 -2.77 -1.04
H -3.07 -0.45 -1.02
H 2.85 -3.03 0.80
H 2.19 -5.71 0.80
H -0.26 -5.79 0.16
C 3.12 1.68 0.14
C 3.12 0.16 0.19
C 4.24 -0.31 1.12
C 3.28 -0.46 -1.19
O 1.93 -0.32 0.87
H 4.08 2.04 -0.23
H 2.96 2.09 1.14
H 2.34 2.06 -0.52
H 5.20 0.01 0.71
H 4.25 -1.39 1.22
H 4.12 0.12 2.11
H 4.18 -0.06 -1.65
H 2.44 -0.21 -1.84
H 3.38 -1.54 -1.13
*
```

The LUMO energy comes out at -4.074 eV. Its HOMO-LUMO gap is 7.1 eV. The HOMO energy comes out at -11.15 eV.

=====

# 3
# C16H20B2F20O8Sn2

C16H20B2F20O8Sn2 as an isolated structure (ωB97M-V/def2-TZVPD, the OMol25 dataset).

Geometry as ORCA input:
```
! RIJCOSX wB97M-V def2-TZVPD def2/J DEFGRID3
* xyz 2 1
Sn 1.40 2.39 -1.84
Sn -1.98 3.22 0.79
B -0.40 1.30 -0.19
F 0.21 2.37 0.46
F -1.32 1.89 -1.03
F 0.57 0.60 -0.90
F -1.04 0.61 0.83
B 0.47 4.49 -0.09
F -0.35 3.88 -0.92
F 0.40 5.84 -0.41
F -0.01 4.27 1.21
F 1.74 4.03 -0.15
C 2.87 -4.54 -3.82
C 1.67 -3.66 -4.15
O 1.28 -2.79 -3.07
C 0.52 -1.67 -3.35
O -0.02 -1.42 -4.44
C 0.34 -0.71 -2.13
F 1.13 -0.94 -1.14
F 0.49 0.54 -2.57
F -0.92 -0.72 -1.72
H 3.06 -5.04 -2.87
H 3.80 -4.04 -4.10
H 2.78 -5.41 -4.48
H 0.80 -4.27 -4.40
H 1.92 -3.14 -5.08
C -1.12 -1.79 0.82
C 0.31 -1.74 0.32
O 1.19 -2.39 1.26
C 2.49 -2.65 0.89
O 2.96 -2.35 -0.21
C 3.31 -3.28 2.00
F 4.15 -4.28 1.54
F 4.15 -2.40 2.48
F 2.62 -3.75 3.04
H -1.40 -1.05 1.56
H -1.36 -2.82 1.08
H -1.76 -1.50 -0.01
H 0.64 -0.73 0.10
H 0.28 -2.27 -0.63
C -2.79 -1.05 -2.54
C -2.59 -0.08 -1.37
O -3.77 -0.14 -0.55
C -3.94 0.81 0.49
O -3.04 1.56 0.83
C -5.23 0.70 1.25
F -5.06 0.17 2.46
F -5.72 1.94 1.37
F -6.18 -0.11 0.60
H -2.51 -2.07 -2.25
H -2.07 -0.78 -3.31
H -3.78 -1.07 -3.00
H -2.45 0.89 -1.85
H -1.69 -0.37 -0.82
C 1.67 0.44 3.33
C 1.37 1.54 2.29
O 1.42 2.86 2.73
C 0.36 3.63 2.94
O -0.81 3.37 2.63
C 0.76 4.87 3.79
F 0.03 4.79 4.87
F 2.09 4.84 4.18
F 0.48 5.97 3.17
H 0.83 0.48 4.03
H 2.65 0.55 3.80
H 1.59 -0.58 2.97
H 0.43 1.29 1.81
H 2.09 1.46 1.48
*
```

The LUMO energy comes out at -9.464 eV. Its HOMO-LUMO gap is 6.9 eV. The HOMO energy comes out at -16.36 eV.

=====

# 4
# C16H20B2F20O8Sn2

C16H20B2F20O8Sn2 as an isolated structure (ωB97M-V/def2-TZVPD, the OMol25 dataset).

Geometry as ORCA input:
```
! RIJCOSX wB97M-V def2-TZVPD def2/J DEFGRID3
* xyz 2 1
Sn -2.35 0.24 -1.55
Sn 1.51 3.72 -1.74
B 0.95 0.69 -0.65
F 0.26 -0.41 -0.15
F -0.07 1.68 -0.88
F 1.88 1.20 0.24
F 1.51 0.49 -1.92
B -1.43 3.08 -3.18
F -2.73 2.60 -3.29
F -1.30 3.80 -1.96
F -0.55 1.96 -3.22
F -0.99 3.90 -4.20
C 0.88 0.38 -5.64
C 0.55 -1.09 -5.74
O 1.22 -1.83 -4.71
C 0.66 -2.00 -3.56
O -0.44 -1.59 -3.24
C 1.55 -2.81 -2.59
F 1.59 -2.32 -1.37
F 1.04 -4.06 -2.52
F 2.79 -2.90 -3.08
H 1.61 0.71 -6.39
H 1.30 0.66 -4.67
H 0.07 1.05 -5.91
H 0.81 -1.52 -6.70
H -0.52 -1.24 -5.64
C -5.15 -0.20 4.19
C -4.20 -0.11 3.02
O -2.86 -0.14 3.53
C -1.86 -0.05 2.71
O -1.95 0.03 1.50
C -0.50 0.18 3.41
F 0.30 -0.86 3.17
F 0.05 1.29 2.91
F -0.66 0.30 4.72
H -6.14 -0.45 3.82
H -5.19 0.74 4.73
H -4.86 -1.00 4.88
H -4.40 0.79 2.43
H -4.39 -0.87 2.25
C -1.35 -3.89 2.64
C -0.88 -3.55 1.23
O -1.64 -4.29 0.27
C -2.03 -3.72 -0.82
O -1.91 -2.55 -1.10
C -2.85 -4.68 -1.72
F -4.06 -4.16 -1.92
F -2.21 -4.73 -2.90
F -2.93 -5.90 -1.25
H -1.38 -4.96 2.84
H -2.27 -3.33 2.80
H -0.60 -3.50 3.32
H 0.20 -3.64 1.13
H -1.00 -2.47 1.05
C 3.48 1.82 3.15
C 4.69 2.40 2.44
O 4.67 3.86 2.47
C 4.03 4.49 1.57
O 3.31 4.00 0.71
C 4.20 6.02 1.69
F 4.31 6.38 2.95
F 5.34 6.35 1.05
F 3.19 6.67 1.12
H 2.60 2.12 2.58
H 3.31 2.24 4.15
H 3.55 0.74 3.23
H 4.61 2.14 1.39
H 5.61 2.10 2.93
*
```

The LUMO energy comes out at -9.464 eV. Its HOMO-LUMO gap is 6.8 eV. The HOMO energy comes out at -16.29 eV.

=====

# 5
# C16H20BN7S4V

C16H20BN7S4V as an isolated structure (ωB97M-V/def2-TZVPD, the OMol25 dataset).

Geometry as ORCA input:
```
! RIJCOSX wB97M-V def2-TZVPD def2/J DEFGRID3
* xyz 1 3
V 0.38 0.48 -0.52
C 1.08 5.54 -0.30
S 1.78 4.46 0.96
C 1.76 2.90 0.20
S 0.97 2.63 -1.35
N 2.37 1.95 0.85
N 2.22 0.78 0.16
C 3.24 0.12 -0.25
C 2.96 -0.84 -1.30
C 3.91 -1.68 -1.85
C 3.55 -2.47 -2.94
C 2.26 -2.38 -3.43
C 1.36 -1.52 -2.81
N 1.69 -0.76 -1.77
H 1.13 6.54 0.13
H 0.05 5.29 -0.52
H 1.67 5.51 -1.21
H 4.25 0.38 0.06
H 4.90 -1.71 -1.44
H 4.27 -3.13 -3.39
H 1.94 -2.96 -4.28
H 0.34 -1.45 -3.16
C -2.58 3.04 -0.59
N -3.09 1.78 -0.07
C -4.33 1.26 -0.32
C -4.42 0.11 0.39
N -3.25 -0.07 1.08
B -3.09 -1.16 2.17
N -1.69 -1.87 2.09
C -1.20 -2.48 3.22
C -0.03 -3.08 2.91
N 0.19 -2.84 1.58
C 1.35 -3.27 0.83
C -0.84 -2.09 1.10
S -0.92 -1.59 -0.56
C -2.44 0.95 0.78
S -0.82 1.19 1.37
H -3.43 3.67 -0.83
H -1.98 2.88 -1.48
H -1.97 3.53 0.17
H -5.03 1.75 -0.97
H -5.23 -0.60 0.47
H -3.14 -0.63 3.25
H -3.95 -1.97 2.00
H -1.73 -2.42 4.16
H 0.65 -3.66 3.50
H 1.81 -4.10 1.36
H 2.07 -2.45 0.74
H 1.05 -3.59 -0.17
*
```

Its expectation value of S² is 2.04. The LUMO energy (spin up / spin down) comes out at -4.151 / -4.346 eV. Its HOMO-LUMO gap (spin up / spin down) is 7.0 / 7.0 eV. The HOMO energy (spin up / spin down) comes out at -11.16 / -11.37 eV.

=====

# 6
# C16H20BrN3O

C16H20BrN3O as an isolated structure (ωB97M-V/def2-TZVPD, the OMol25 dataset).

Geometry as ORCA input:
```
! RIJCOSX wB97M-V def2-TZVPD def2/J DEFGRID3
* xyz 0 1
C 0.65 -6.58 2.90
C 0.05 -5.34 2.55
H -0.70 -5.48 1.91
C 1.06 -4.31 1.85
N 0.41 -3.05 1.34
C 0.18 -2.50 0.26
O 0.47 -3.07 -0.65
C -0.34 -1.26 0.04
C -0.06 -0.46 -1.07
C -0.80 0.68 -1.23
C -1.54 1.26 -0.19
C -1.87 0.51 0.77
C -1.47 -0.85 0.86
H -1.60 -1.38 1.99
H -2.69 0.76 1.41
H -2.29 2.23 -0.40
C -0.62 1.53 -2.47
N -0.25 2.98 -2.04
C 1.04 3.27 -1.38
C 0.68 4.80 -1.14
C -0.49 5.04 -1.93
N -1.04 4.05 -2.18
C -1.17 6.35 -1.84
H -2.24 6.30 -2.29
H -0.35 6.98 -2.63
H -1.37 6.66 -0.93
Br 1.70 5.95 -0.51
C 2.21 2.50 -0.92
H 2.72 3.23 -0.42
H 2.45 2.04 -1.81
H 1.84 1.73 -0.29
H 0.45 1.13 -3.09
H -1.29 1.58 -3.05
H 0.49 -0.87 -1.79
H 0.09 -2.38 2.28
H 2.08 -4.10 2.69
H 1.53 -4.73 0.80
H -0.43 -4.68 3.67
H 1.09 -6.98 1.93
H 0.04 -7.07 3.39
H 1.39 -6.48 3.61
*
```

The LUMO energy comes out at 0.294 eV. Its HOMO-LUMO gap is 7.9 eV. The HOMO energy comes out at -7.56 eV.

=====

no.,maximum force (eV/A),total energy (Eh)
1,0.62,-976.87685
2,0.93,-1311.26139
3,19.67,-3698.20704
4,2.23,-3699.07873
5,0.73,-3566.50888
6,16.48,-3434.69891